107
Properties=species:S:1:pos:R:3 method="wB97M-V/def2-TZVPD" total_charge=+2 spin_multiplicity=1 homo_lumo_gap_ev=6.08 lumo_ev=-6.76 mol_weight_da=1004.6 e_tot_ha=-2940.6925
Bi -0.440 1.164 -0.152
C 1.153 1.448 -5.317
C 0.309 1.705 -4.032
C -0.390 3.048 -4.139
P 1.141 1.208 -2.445
C 2.843 1.813 -2.403
C 3.742 1.281 -1.262
C 2.864 3.345 -2.408
C 1.221 -0.569 -2.401
C 2.397 -1.261 -2.781
C 2.478 -2.617 -2.686
C 1.431 -3.348 -2.186
C 0.283 -2.698 -1.809
C 0.171 -1.301 -1.864
N -1.047 -0.598 -1.446
C -2.065 -0.442 -2.404
C -2.041 -1.161 -3.607
C -3.015 -1.141 -4.534
C -4.178 -0.370 -4.282
C -4.219 0.376 -3.162
C -3.173 0.382 -2.181
P -3.108 1.483 -0.788
C -3.972 2.986 -1.376
C -3.309 3.576 -2.614
C -4.324 3.966 -0.284
C -3.927 0.856 0.704
C -3.316 -0.432 1.237
C -5.454 0.689 0.433
H 0.470 1.842 -6.070
H 1.365 0.408 -5.507
H 2.072 2.079 -5.343
H -0.491 0.976 -4.058
H 0.308 3.826 -4.543
H -0.811 3.484 -3.211
H -1.250 2.896 -4.828
H 3.265 1.425 -3.340
H 3.285 1.655 -0.349
H 4.778 1.677 -1.288
H 3.805 0.186 -1.269
H 2.444 3.764 -1.435
H 2.354 3.810 -3.288
H 3.869 3.779 -2.436
H 3.258 -0.678 -3.155
H 3.383 -3.161 -3.005
H 1.490 -4.442 -2.110
H -0.583 -3.300 -1.464
H -1.174 -1.805 -3.698
H -2.967 -1.623 -5.477
H -5.001 -0.402 -4.998
H -4.997 1.061 -3.090
H -4.950 2.567 -1.737
H -2.417 4.143 -2.318
H -3.968 4.232 -3.148
H -2.950 2.792 -3.289
H -3.429 4.267 0.245
H -4.998 3.579 0.468
H -4.846 4.868 -0.648
H -3.764 1.668 1.450
H -3.299 -1.200 0.478
H -3.975 -0.842 2.025
H -2.302 -0.274 1.674
H -5.558 -0.177 -0.246
H -5.956 1.640 0.184
H -5.922 0.407 1.404
C 2.282 -1.910 4.852
C 3.483 -1.381 4.105
C 4.736 -1.457 4.698
C 5.828 -0.964 3.990
C 5.699 -0.473 2.694
C 4.456 -0.488 2.058
C 3.339 -0.915 2.764
Sb 1.572 -0.854 1.687
C 0.694 -2.840 1.762
C -0.622 -2.753 1.348
C -1.438 -3.840 1.563
C -0.983 -5.014 2.152
C 0.369 -5.141 2.470
C 1.239 -4.078 2.197
C 2.730 -4.319 2.407
C 0.310 0.123 3.148
C -0.720 -0.468 3.827
C -1.500 0.290 4.670
C -1.289 1.638 4.830
C -0.231 2.240 4.139
C 0.619 1.472 3.335
C 1.868 2.112 2.789
H 2.003 -2.903 4.474
H 1.420 -1.266 4.788
H 2.564 -2.105 5.879
H 4.841 -1.869 5.650
H 6.803 -0.926 4.453
H 6.573 -0.087 2.197
H 4.317 -0.065 1.082
H -1.063 -1.908 0.788
H -2.494 -3.843 1.273
H -1.573 -5.863 2.453
H 0.756 -6.011 2.966
H 3.016 -5.245 1.926
H 3.011 -4.440 3.433
H 3.294 -3.484 1.968
H -0.854 -1.551 3.744
H -2.262 -0.254 5.228
H -2.012 2.153 5.483
H -0.063 3.312 4.362
H 1.896 3.190 3.021
H 1.988 2.021 1.708
H 2.799 1.649 3.245